(1)
ORCA calculation (wB97M-V/def2-TZVPD) on a cluster of 2 separate species, C2H8N2O in total.

```
! wB97M-V def2-TZVPD RIJCOSX def2/J DEFGRID3
* xyz 1 2
O -3.77426 1.52503 0.84136
C -3.96437 1.16978 1.97832
H -4.34029 1.81291 2.77182
H -3.93110 0.07666 2.15490
N 1.72456 -0.90466 0.28722
C 1.82862 0.08383 -0.75286
N 1.87264 -0.52851 -2.04167
H 1.33000 -1.78196 -0.02779
H 2.55499 -1.05926 0.85375
H 0.81790 0.55984 -0.72030
H 2.63076 0.77502 -0.52057
H 2.01485 -1.53035 -2.06410
H 1.23572 -0.19832 -2.76008
*
```

Results
* HOMO level (spin up / spin down): -12.40 / -12.40 eV

=====

(2)
ORCA calculation (wB97M-V/def2-TZVPD) on a cluster of 2 separate species, C2H8N2O in total.

```
! wB97M-V def2-TZVPD RIJCOSX def2/J DEFGRID3
* xyz 1 2
C 0.14992 -0.66275 0.83712
C 1.46662 -0.94838 1.12563
N 2.17815 -0.60088 2.14410
N -0.36259 -0.94722 -0.47989
H -0.24736 0.12999 1.52777
H 1.83621 -1.87578 0.64142
H 2.12396 0.20899 2.63806
H 3.04811 -0.97207 2.47320
H -1.29958 -1.17502 -0.44567
H -0.01522 -0.39614 -1.16636
H -3.26742 2.69993 -3.62788
H -1.91393 2.72882 -2.79387
O -2.83412 2.39435 -2.83408
*
```

Results
* HOMO level (spin up / spin down): -13.93 / -13.93 eV

=====

Which one is the least stable? From the structures above, (1).